# 1
Formula: C3H7N3O
Source: the OMol25 dataset
Level of theory: ωB97M-V with the def2-TZVPD basis set

```
14
Properties=species:S:1:pos:R:3:forces:R:3:mulliken_charge:R:1
H 2.904 -0.399 -0.636 -0.25 0.04 -0.02 0.233
N 2.848 0.265 0.126 0.75 0.12 0.06 -0.678
C 1.691 0.573 0.519 0.22 -0.60 -0.35 0.405
N 1.494 1.474 1.511 -0.28 0.30 0.18 -0.382
N 0.481 0.055 0.008 -0.62 -0.20 0.02 -0.330
C 0.285 -0.766 -0.861 1.06 0.57 0.03 0.697
O 0.119 -1.511 -1.731 -0.31 -0.25 0.02 -0.431
H 2.315 1.762 2.012 0.01 -0.02 0.02 0.271
H 0.612 1.486 1.987 -0.03 0.01 0.00 0.222
C -2.544 -0.590 -0.589 -0.10 0.55 0.56 -1.088
H -1.936 0.064 0.066 -0.54 -0.42 -0.42 0.250
H -2.308 -1.629 -0.400 0.10 -0.18 -0.01 0.262
H -3.598 -0.437 -0.382 -0.09 0.07 0.07 0.306
H -2.362 -0.345 -1.628 0.09 0.00 -0.18 0.263
```
Forces are in eV/Å.

Properties
HOMO level in eV: -9.63
SMILES string: [H]/N=C(/N)N=C=O.C
Relative energy (zero: lowest compared OMol25 entry of this formula, charge and spin) in kcal/mol: 17.70
Calculated total energy in eV: -9742.266
Kohn-Sham gap in eV: 10.307
E_LUMO in eV: 0.68

***

# 2
Formula: C3H7N3O
Source: the OMol25 dataset
Level of theory: ωB97M-V with the def2-TZVPD basis set

```
14
Properties=species:S:1:pos:R:3:forces:R:3:mulliken_charge:R:1
H 1.855 -0.470 -0.273 -0.76 0.57 0.61 0.315
N 1.469 0.356 0.181 -2.08 2.42 -0.16 -0.670
C 0.200 0.660 0.014 4.64 1.76 -1.49 0.584
C -0.238 2.077 0.259 -0.36 0.04 0.67 -0.995
N -0.708 -0.156 -0.685 0.24 -0.46 1.57 -0.265
C -0.618 -1.294 0.125 -1.36 -5.17 -2.56 0.460
N 0.633 -1.946 0.000 -0.82 -1.05 0.38 -0.488
O -1.594 -1.892 0.568 1.08 1.56 0.56 -0.585
H 0.019 2.373 1.279 0.07 0.04 -0.17 0.282
H 0.259 2.758 -0.438 0.01 -0.23 0.12 0.255
H -1.318 2.193 0.138 0.06 0.00 0.04 0.298
H -1.669 0.168 -0.695 0.07 0.12 0.14 0.305
H 0.671 -2.849 0.460 -0.36 0.23 -0.11 0.213
H 1.040 -1.977 -0.934 -0.42 0.17 0.41 0.291
```
Forces are in eV/Å.

Properties
HOMO level in eV: -9.17
SMILES string: [H]/N=C(/C)NC(N)=O
Relative energy (zero: lowest compared OMol25 entry of this formula, charge and spin) in kcal/mol: 38.31
Calculated total energy in eV: -9741.372
Kohn-Sham gap in eV: 9.728
E_LUMO in eV: 0.55

***

# 3
Formula: C3H7N3O
Source: the OMol25 dataset
Level of theory: ωB97M-V with the def2-TZVPD basis set

```
14
Properties=species:S:1:pos:R:3:forces:R:3:mulliken_charge:R:1
C -1.145 0.495 1.626 0.24 0.82 -0.13 -0.849
N -0.626 -0.531 0.763 0.05 0.16 -0.81 -0.484
C -0.073 0.033 -0.245 0.27 0.28 0.34 0.594
N -0.050 1.424 -0.359 0.24 0.03 -0.87 -0.509
C 0.948 -0.637 -1.108 0.24 -0.11 -0.22 0.383
N 1.031 -1.978 -0.991 0.12 0.00 0.01 -0.396
O 1.667 0.054 -1.817 -0.08 -0.41 0.06 -0.653
H -2.057 0.970 1.250 -0.38 -0.35 -0.03 0.241
H -0.395 1.379 1.286 -1.22 -1.09 2.60 0.422
H -1.369 0.076 2.625 0.54 0.65 -0.40 0.273
H 0.761 1.745 -0.859 -0.02 0.05 -0.64 0.226
H -0.906 1.901 -0.611 0.12 -0.09 0.16 0.226
H 0.544 -2.420 -0.226 0.01 0.08 -0.09 0.263
H 1.847 -2.419 -1.385 -0.14 -0.02 0.02 0.264
```
Forces are in eV/Å.

Properties
HOMO level in eV: -9.80
SMILES string: C/N=C(\N)C(N)=O
Relative energy (zero: lowest compared OMol25 entry of this formula, charge and spin) in kcal/mol: 31.04
Calculated total energy in eV: -9741.687
Kohn-Sham gap in eV: 10.654
E_LUMO in eV: 0.85

***

# 4
Formula: C3H7N3O
Source: the OMol25 dataset
Level of theory: ωB97M-V with the def2-TZVPD basis set

```
14
Properties=species:S:1:pos:R:3:forces:R:3:mulliken_charge:R:1
C -0.940 1.159 1.164 0.29 -0.10 0.00 -1.207
C 0.363 0.567 0.698 -0.51 0.16 -0.57 1.312
O 1.427 1.013 1.452 0.03 -0.16 0.00 -0.515
C 0.609 0.198 -0.706 -1.69 -1.13 -0.70 -0.591
N -0.536 -0.810 -0.745 0.02 2.09 0.73 0.098
N -0.437 -1.906 -1.570 0.68 -0.70 -0.18 -0.572
N 0.474 -0.862 0.300 0.67 -0.62 0.54 -0.560
H -0.921 2.234 0.998 -0.01 0.07 0.01 0.288
H -1.055 0.971 2.228 -0.03 -0.02 0.09 0.319
H -1.764 0.717 0.615 -0.02 0.01 -0.02 0.339
H 2.189 0.441 1.296 -0.02 -0.03 -0.03 0.329
H 1.300 0.285 -1.522 0.55 0.06 0.14 0.321
H 0.482 -2.090 -1.968 -0.15 0.15 -0.06 0.218
H -1.192 -1.918 -2.239 0.18 0.22 0.04 0.220
```
Forces are in eV/Å.

Properties
HOMO level in eV: -9.11
SMILES string: C[C@]1(O)[C@@H]2N(N)N21
Relative energy (zero: lowest compared OMol25 entry of this formula, charge and spin) in kcal/mol: 114.56
Calculated total energy in eV: -9738.065
Kohn-Sham gap in eV: 10.087
E_LUMO in eV: 0.98

***

# 5
Formula: C3H7N3O
Source: the OMol25 dataset
Level of theory: ωB97M-V with the def2-TZVPD basis set

```
14
Properties=species:S:1:pos:R:3:forces:R:3:mulliken_charge:R:1
C -0.916 0.045 0.199 -1.16 0.26 -4.45 0.198
C 0.315 -0.962 0.230 -5.05 1.95 4.30 0.356
C 0.644 -1.724 -0.900 3.53 -1.36 1.41 -0.478
H 1.875 1.192 1.178 -5.03 1.37 -2.37 0.303
H 0.842 1.902 -0.642 0.22 -1.47 5.41 0.296
H -1.170 2.127 0.552 0.83 -2.98 1.52 0.378
H -2.583 0.650 -0.663 0.92 -0.87 -0.15 0.215
H 0.083 -1.442 1.373 2.05 1.00 -2.79 0.199
H 0.067 -1.691 -1.861 1.07 -0.26 1.02 0.329
H 1.446 -2.400 -0.320 -2.31 -0.53 -3.10 0.241
N 0.799 1.719 0.672 1.29 0.65 -1.79 -0.668
N -0.709 1.211 1.015 2.35 1.81 -2.67 -0.303
N -1.880 -0.135 -0.754 2.38 1.24 4.06 -0.636
O 1.465 -0.507 -0.415 -1.08 -0.81 -0.41 -0.428
```
Forces are in eV/Å.

Properties
HOMO level in eV: -9.15
Relative energy (zero: lowest compared OMol25 entry of this formula, charge and spin) in kcal/mol: 213.05
Calculated total energy in eV: -9733.795
Kohn-Sham gap in eV: 9.475
E_LUMO in eV: 0.33

***

# 6
Formula: C3H7N3O
Source: the OMol25 dataset
Level of theory: ωB97M-V with the def2-TZVPD basis set

```
14
Properties=species:S:1:pos:R:3:forces:R:3:mulliken_charge:R:1
H 3.706 -1.404 1.073 -0.06 0.04 0.05 0.257
N 2.918 -0.819 1.341 -0.18 -0.17 -0.24 -0.647
C 1.924 -1.059 0.589 0.07 0.00 0.06 0.009
N 0.735 -0.374 0.784 0.09 0.04 0.03 -0.265
C -0.243 -0.315 -0.207 0.02 -0.02 -0.16 0.618
O -0.169 -0.960 -1.238 -0.02 0.26 0.32 -0.624
N -1.273 0.534 0.094 0.14 -0.02 0.07 -0.233
C -2.095 1.098 -0.956 -0.12 0.05 -0.16 -0.815
H 1.870 -1.765 -0.241 0.07 0.08 0.11 0.337
H 0.786 0.353 1.486 -0.06 -0.10 -0.05 0.288
H -1.273 0.993 0.992 0.07 -0.04 -0.13 0.211
H -1.781 0.643 -1.897 -0.10 0.06 0.11 0.328
H -1.946 2.182 -1.017 -0.06 -0.17 -0.02 0.284
H -3.159 0.892 -0.803 0.15 -0.01 0.00 0.251
```
Forces are in eV/Å.

Properties
HOMO level in eV: -9.66
SMILES string: [H]/N=C/NC(=O)NC
Relative energy (zero: lowest compared OMol25 entry of this formula, charge and spin) in kcal/mol: 3.85
Calculated total energy in eV: -9742.867
Kohn-Sham gap in eV: 10.443
E_LUMO in eV: 0.79

***

# 7
Formula: C3H7N3O
Source: the OMol25 dataset
Level of theory: ωB97M-V with the def2-TZVPD basis set

```
14
Properties=species:S:1:pos:R:3:forces:R:3:mulliken_charge:R:1
C -0.276 -0.554 1.214 -0.48 -0.36 -1.68 -1.232
C -0.968 0.187 -0.026 -0.69 0.25 3.92 0.771
N -2.203 -0.309 -0.304 0.43 -0.18 -0.67 -0.431
O -0.674 1.337 -0.283 0.69 0.05 -1.03 -0.631
H 0.290 0.136 1.833 -0.11 0.18 -0.20 0.308
H 0.372 -1.366 0.885 0.02 0.10 -0.02 0.383
H -1.077 -1.008 1.790 -0.02 0.10 0.23 0.387
H -2.760 0.205 -0.971 -0.01 -0.24 0.01 0.241
H -2.454 -1.244 -0.034 -0.02 0.06 -0.23 0.179
N 1.531 -1.227 -1.372 0.48 0.42 0.50 -0.488
C 1.887 -0.205 -0.955 -0.56 -1.00 -1.36 0.484
N 2.206 1.011 -0.552 0.22 0.49 0.92 -0.487
H 2.673 1.603 -1.222 -0.13 -0.03 0.07 0.249
H 1.455 1.434 -0.002 0.19 0.17 -0.47 0.266
```
Forces are in eV/Å.

Properties
HOMO level in eV: -9.81
SMILES string: CC(N)=O.N#CN
Relative energy (zero: lowest compared OMol25 entry of this formula, charge and spin) in kcal/mol: 21.77
Calculated total energy in eV: -9742.089
Kohn-Sham gap in eV: 10.615
E_LUMO in eV: 0.81

***

# 8
Formula: C3H7N3O
Source: the OMol25 dataset
Level of theory: ωB97M-V with the def2-TZVPD basis set

```
14
Properties=species:S:1:pos:R:3:forces:R:3:mulliken_charge:R:1
H -2.663 -1.274 0.226 0.01 0.06 0.03 0.211
N -1.937 -0.696 0.638 0.14 -0.17 -0.20 -0.760
C -0.794 -1.021 0.157 0.06 0.10 0.04 0.093
N 0.346 -0.411 0.560 -0.18 -0.02 0.12 -0.231
C 1.659 -0.674 0.014 0.13 -0.09 -0.07 -0.888
H -0.631 -1.768 -0.630 -0.06 0.06 0.12 0.310
H 0.266 0.190 1.368 0.01 -0.07 -0.08 0.316
H 1.577 -0.886 -1.057 0.03 -0.01 0.15 0.320
H 2.155 -1.516 0.509 -0.02 0.10 -0.07 0.309
H 2.279 0.220 0.119 -0.11 -0.15 -0.01 0.302
N -1.305 2.005 -0.709 0.56 0.30 0.01 -0.575
C -0.119 2.153 -0.518 0.14 0.07 -0.05 0.676
O 1.027 2.396 -0.416 -0.72 -0.02 -0.10 -0.476
H -1.860 1.283 -0.261 0.00 -0.17 0.13 0.391
```
Forces are in eV/Å.

Properties
HOMO level in eV: -9.31
SMILES string: [H]/N=C/NC.N=C=O
Relative energy (zero: lowest compared OMol25 entry of this formula, charge and spin) in kcal/mol: 18.44
Calculated total energy in eV: -9742.234
Kohn-Sham gap in eV: 10.181
E_LUMO in eV: 0.87

***

# 9
Formula: C3H7N3O
Source: the OMol25 dataset
Level of theory: ωB97M-V with the def2-TZVPD basis set

```
14
Properties=species:S:1:pos:R:3:forces:R:3:mulliken_charge:R:1
C -1.099 -1.204 -1.257 -0.18 -0.04 0.16 -0.585
N 0.227 -0.686 -1.501 0.13 0.84 0.59 -0.536
C 0.718 0.164 -0.703 -0.60 -0.04 1.30 0.453
N 1.724 1.049 -0.813 -0.36 0.04 0.60 -0.466
C 0.290 0.529 1.066 0.45 0.44 0.10 0.491
N -0.490 -0.014 2.040 -0.03 -0.26 -0.50 -0.374
O 0.970 1.486 1.448 -0.28 -0.23 -0.16 -0.651
H -1.795 -0.754 -1.977 0.11 -0.13 0.08 0.240
H -1.465 -0.927 -0.258 -0.06 -0.15 -0.05 0.120
H -1.164 -2.294 -1.379 0.21 0.26 0.02 0.232
H 1.687 1.586 0.153 0.68 -0.16 -1.87 0.390
H 1.916 1.449 -1.733 -0.13 -0.29 0.71 0.239
H -1.114 -0.791 1.945 0.06 -0.11 -0.33 0.203
H -0.405 0.407 2.968 0.02 -0.17 -0.65 0.244
```
Forces are in eV/Å.

Properties
HOMO level in eV: -8.75
SMILES string: C/N=C(/N)C(N)=O
Relative energy (zero: lowest compared OMol25 entry of this formula, charge and spin) in kcal/mol: 45.42
Calculated total energy in eV: -9741.064
Kohn-Sham gap in eV: 9.621
E_LUMO in eV: 0.87

***

# 10
Formula: C3H7N3O
Source: the OMol25 dataset
Level of theory: ωB97M-V with the def2-TZVPD basis set

```
14
Properties=species:S:1:pos:R:3:forces:R:3:mulliken_charge:R:1
H -3.843 -0.358 0.134 0.22 -0.13 0.10 0.263
N -2.861 -0.625 0.166 0.43 -0.69 0.11 -0.644
C -2.150 0.394 -0.057 -3.49 4.10 -0.89 0.106
N -0.826 0.617 -0.191 0.77 -0.86 0.44 -0.540
C -0.057 -0.398 -0.052 1.97 1.11 -0.07 0.004
N 1.270 -0.101 0.039 0.12 -0.65 -0.40 0.184
C 1.886 1.214 0.145 0.16 1.20 -1.77 -0.755
O 2.163 -1.167 -0.194 -0.15 -0.90 3.48 -0.429
H -2.676 1.473 -0.233 0.76 -2.34 0.39 0.223
H -0.305 -1.453 0.050 -0.16 0.04 -0.17 0.383
H 2.818 1.069 0.727 -0.42 0.27 -0.59 0.273
H 2.086 1.828 -0.910 -0.37 -2.00 2.53 0.223
H 1.198 1.864 0.696 0.14 -0.26 -0.05 0.345
H 2.264 -1.582 0.773 0.00 1.10 -3.11 0.363
```
Forces are in eV/Å.

Properties
HOMO level in eV: -8.86
SMILES string: [H]/N=C/N=C/N(C)O
Relative energy (zero: lowest compared OMol25 entry of this formula, charge and spin) in kcal/mol: 93.05
Calculated total energy in eV: -9738.998
Kohn-Sham gap in eV: 9.340
E_LUMO in eV: 0.48

***

# 11
Formula: C3H7N3O
Source: the OMol25 dataset
Level of theory: ωB97M-V with the def2-TZVPD basis set

```
14
Properties=species:S:1:pos:R:3:forces:R:3:mulliken_charge:R:1
C 0.336 0.262 -1.694 0.09 -0.59 -0.12 -1.092
C -0.387 -0.143 -0.636 1.99 4.90 2.06 0.654
N -0.118 0.376 0.724 0.33 1.32 -2.66 -0.251
C 1.195 0.754 1.211 -0.37 0.04 -0.97 -0.953
N -1.575 -0.839 -0.738 0.56 -0.45 2.32 -0.008
N -1.572 -1.766 0.279 0.78 -0.03 4.30 -0.127
O -1.086 -1.352 1.418 -4.31 -4.47 -4.55 -0.316
H 0.061 -0.030 -2.702 0.12 -0.22 0.16 0.230
H 1.209 0.895 -1.592 -0.25 -0.04 0.13 0.232
H -0.889 0.507 1.375 0.82 -0.11 -1.00 0.377
H 1.612 1.562 0.605 0.28 0.10 0.09 0.291
H 1.864 -0.108 1.158 0.16 0.06 0.09 0.290
H 1.126 1.107 2.242 -0.12 -0.17 -0.17 0.333
H -1.778 -1.225 -1.652 -0.07 -0.33 0.32 0.339
```
Forces are in eV/Å.

Properties
HOMO level (alpha / beta) in eV: -7.37 / -7.36
SMILES string: C=C(NC)NN=O
Relative energy (zero: lowest compared OMol25 entry of this formula, charge and spin) in kcal/mol: 136.48
Calculated total energy in eV: -9737.115
Kohn-Sham gap (alpha / beta) in eV: 7.235 / 7.230
E_LUMO (alpha / beta) in eV: -0.13 / -0.13

***

# 12
Formula: C3H7N3O
Source: the OMol25 dataset
Level of theory: ωB97M-V with the def2-TZVPD basis set

```
14
Properties=species:S:1:pos:R:3:forces:R:3:mulliken_spin:R:1
C -0.193 0.316 -0.809 -1.29 0.29 1.02 -0.012
C -0.775 0.102 0.567 -1.03 -3.46 -2.39 -0.037
C 0.937 -1.248 1.412 4.06 -1.95 1.96 0.809
N 0.197 -0.120 1.513 1.94 2.07 2.23 0.183
N 0.936 -0.164 -1.086 0.72 -0.49 -1.87 0.424
N -0.962 1.264 -1.494 4.69 0.86 -1.82 0.016
O 1.616 -0.229 -2.150 -0.51 0.57 0.88 0.605
H -1.137 1.038 0.740 -2.24 2.12 0.88 0.014
H -1.552 -0.820 0.492 1.37 2.27 0.47 0.002
H 2.011 -1.260 1.942 -2.78 0.08 -1.26 0.000
H 0.515 -2.236 1.181 -0.16 0.84 0.04 0.008
H 0.731 0.799 1.705 -0.92 -2.38 -0.27 -0.008
H -1.880 1.051 -1.652 -2.78 -0.78 -0.43 -0.001
H -0.444 1.508 -2.361 -1.07 -0.05 0.58 -0.002
```
Forces are in eV/Å.

Properties
HOMO level (alpha / beta) in eV: -6.09 / -8.67
Relative energy (zero: lowest compared OMol25 entry of this formula, charge and spin) in kcal/mol: 18.97
Calculated total energy in eV: -9736.463
Kohn-Sham gap (alpha / beta) in eV: 6.926 / 8.005
Spin multiplicity: 3
E_LUMO (alpha / beta) in eV: 0.84 / -0.66